Entry 1:
The following is a quantum chemistry calculation of a molecular structure, C31H32Cl3EuI2N2O2PS2Si in a non-equilibrium geometry, from the OMol25 dataset.

Its LUMO energy (spin up / spin down) is 0.1517 / 0.1517 Ha. For the HOMO-LUMO gap (spin up / spin down), the calculation gives 5.01 / 5.80 eV. Its total charge is -2. As for the HOMO energy (spin up / spin down): -0.9 / -1.7 eV. Its expectation value of S² is 15.76. The energy relative to the best compared isomer or geometry (same formula, charge and spin) is 50.7 kJ/mol. As for the spin multiplicity: 8.

```
77
C31H32Cl3EuI2N2O2PS2Si, DFT ωB97M-V/def2-TZVPD
Eu -1.1992 -1.4377 0.4980
C 0.8076 -1.4542 -2.4552
N 1.1886 -1.3587 -1.0385
C 1.9381 -2.5818 -0.6804
C 2.2560 -2.6845 0.8127
N 1.0776 -3.0186 1.6119
C 0.8300 -4.4652 1.6185
C 1.1618 -2.5576 2.9762
C 2.3651 -2.3421 3.6313
C 2.4002 -1.8584 4.9290
C 1.2214 -1.5998 5.6055
C 0.0148 -1.8401 4.9831
C -0.0333 -2.3233 3.6789
S -1.5881 -2.6716 2.9725
C 2.0253 -0.1912 -0.8069
C 2.9899 0.1854 -1.7320
C 3.8109 1.2791 -1.5291
C 3.7044 2.0033 -0.3517
C 2.7666 1.6378 0.5848
C 1.8941 0.5614 0.3764
S 0.7329 0.2311 1.6196
H 1.6203 -1.8504 -3.0768
H 0.5433 -0.4666 -2.8273
H -0.0514 -2.1149 -2.5751
H 2.8926 -2.5986 -1.2329
H 1.3533 -3.4502 -1.0003
H 2.6435 -1.7190 1.1486
H 3.0496 -3.4379 0.9419
H 1.6584 -5.0052 2.1021
H 0.7124 -4.8453 0.6048
H -0.0859 -4.6711 2.1754
H 3.3001 -2.5442 3.1285
H 3.3542 -1.6877 5.4067
H 1.2434 -1.2103 6.6139
H -0.9181 -1.6512 5.4930
H 3.1090 -0.3791 -2.6451
H 4.5350 1.5565 -2.2816
H 4.3535 2.8496 -0.1699
H 2.6695 2.1800 1.5129
O -4.8980 0.1195 -0.2462
C -3.7355 0.2673 -0.5932
O -2.8472 -0.6423 -0.7029
C -3.2048 1.6716 -0.9083
P -1.3646 1.4894 -0.7419
C -0.8470 1.5934 -2.4890
C 0.3591 2.2304 -2.7775
C 0.8377 2.2626 -4.0725
C 0.1197 1.6584 -5.0935
C -1.0649 0.9973 -4.8096
C -1.5431 0.9533 -3.5114
C -1.0421 3.2396 -0.2704
C -0.4797 3.4972 0.9718
C -0.3099 4.7997 1.4075
C -0.7044 5.8542 0.6034
C -1.2695 5.6030 -0.6380
C -1.4387 4.3037 -1.0766
H -3.5980 2.4058 -0.1985
H -3.5038 1.9676 -1.9164
H 0.9199 2.6892 -1.9745
H 1.7726 2.7622 -4.2851
H 0.4914 1.6900 -6.1085
H -1.6181 0.5083 -5.6001
H -2.4440 0.3976 -3.2892
H -0.1731 2.6633 1.5894
H 0.1248 4.9892 2.3777
H -0.5700 6.8715 0.9437
H -1.5870 6.4275 -1.2622
H -1.8767 4.1107 -2.0484
I -2.7194 0.5872 2.6306
C -4.6183 -0.4856 2.5949
I -4.5478 -2.3250 1.5249
H -5.3237 0.1590 2.0802
H -4.8959 -0.6760 3.6261
Cl -3.6048 -4.8393 -0.4579
Si -1.8651 -3.7742 -1.0924
Cl -0.7083 -5.4395 -1.8358
Cl -2.5683 -3.0577 -2.9765
```

***

Entry 2:
The following is a quantum chemistry calculation of 4 unconnected molecules or ions with the total composition C15H36ClNO2 in a non-equilibrium geometry, from the OMol25 dataset.

Its LUMO energy is -0.0029 Ha. For the HOMO-LUMO gap, the calculation gives 7.81 eV. As for the HOMO energy: -7.9 eV. The energy relative to the best compared isomer or geometry (same formula, charge and spin) is 86.1 kJ/mol.

```
55
C15H36ClNO2, DFT ωB97M-V/def2-TZVPD
C -1.8647 1.1456 -4.5118
C -0.5897 1.0086 -3.7278
C -0.2577 -0.5344 -3.4098
C 0.7873 -0.4664 -2.2248
N 1.2293 -1.7904 -1.6508
C 1.8523 -2.7214 -2.6698
C 1.1043 -4.0794 -2.7558
C -0.2707 -3.6134 -2.1718
C -0.0437 -2.4944 -1.2168
C 2.1113 -1.6764 -0.4318
C 1.5323 -0.8584 0.8042
C 2.4273 -1.1374 1.9622
H -2.7907 0.7536 -4.0058
H -1.9047 0.4086 -5.3508
H -2.0817 2.1306 -4.9238
H -0.6917 1.5626 -2.7918
H 0.1853 1.4816 -4.3558
H -0.1977 -1.0114 -4.4158
H -1.2817 -0.8284 -3.0328
H 0.3153 0.2666 -1.5638
H 1.7883 0.0106 -2.8358
H 2.8003 -2.8484 -2.5248
H 1.8603 -2.2254 -3.6048
H 1.6553 -4.8524 -2.1788
H 0.9003 -4.1164 -3.7418
H -0.8427 -4.5814 -1.7418
H -1.0187 -3.4854 -2.7748
H -0.0617 -2.6664 -0.2518
H -0.9637 -1.8434 -1.3068
H 3.0203 -1.1324 -0.7508
H 2.5323 -2.6794 -0.1008
H 0.5343 -1.2984 1.1902
H 1.5033 0.1876 0.6782
H 1.8183 -1.0424 2.7852
H 3.3033 -0.4404 2.0442
H 2.6773 -2.2224 2.0312
Cl -1.2327 1.7166 0.2402
C -1.2087 -0.0014 5.4402
C -0.7977 0.6216 4.1652
O -1.6117 0.0036 3.1552
H -0.7677 0.5526 6.2242
H -0.8957 -0.9704 5.3652
H -2.2567 -0.2014 5.4922
H 0.3013 0.4146 3.8882
H -0.9077 1.5436 4.2992
H -1.4357 0.6366 2.3412
C -1.7427 5.3306 3.3842
C -0.5787 4.5286 2.7802
O -0.5957 4.5156 1.3552
H -2.7867 5.4486 2.9642
H -1.4957 6.3246 3.0122
H -1.8087 5.2796 4.3642
H -0.6977 3.3176 3.0922
H 0.3243 4.9056 2.9032
H -0.8807 3.7256 1.0622
```

***

Entry 3:
The following is a quantum chemistry calculation of 3 unconnected molecules or ions with the total composition C22H31O12P2 in a non-equilibrium geometry, from the OMol25 dataset.

Its LUMO energy is -0.0163 Ha. For the HOMO-LUMO gap, the calculation gives 4.44 eV. Its total charge is -1. As for the HOMO energy: -4.9 eV.

```
67
C22H31O12P2, DFT ωB97M-V/def2-TZVPD
C 0.5544 -0.1734 -0.3205
C -0.4264 0.4860 0.2784
C -1.7571 0.7965 -0.3496
C -2.7666 -0.3744 -0.4723
O -3.5212 -0.3676 0.7099
P -4.5461 -1.7971 0.7670
O -5.6317 -3.1378 0.7410
C -3.5528 -2.4347 2.2897
O -4.3318 -3.3326 3.0889
C -3.6895 -3.6733 4.2820
C -2.7738 -4.8894 4.1188
O -1.6289 -4.7217 4.9492
C -0.4938 -5.4645 4.5439
C -0.3922 -6.7682 5.3312
O -3.3719 -2.6430 -0.2829
C -2.2437 -1.8024 -0.5505
P -1.7327 -2.4641 -2.1541
O -0.4175 -2.0834 -2.6810
O -2.8808 -2.1356 -3.2274
O -1.8511 -4.0545 -1.9581
H 1.2850 -0.6950 0.2858
H 0.6044 -0.2536 -1.3920
H -0.2472 0.8637 1.2788
H -1.6498 1.3045 -1.3109
H -2.2575 1.5086 0.3025
H -3.3631 -0.1827 -1.3710
H -5.4477 -1.1169 1.6547
H -5.2240 -1.2642 -0.3814
H -5.2121 -3.8480 0.2413
H -3.2547 -1.5732 2.8916
H -2.6687 -2.9975 1.9675
H -3.0490 -2.8609 4.6383
H -4.4166 -3.8730 5.0710
H -3.2981 -5.8056 4.4068
H -2.4914 -4.9814 3.0684
H 0.3684 -4.8356 4.7647
H -0.5071 -5.6460 3.4688
H -1.0182 -7.5278 4.8685
H -0.7522 -6.5740 6.3374
H 0.6328 -7.1246 5.4090
H -1.4848 -2.0231 0.2004
H -3.4732 -2.8977 -3.2881
H -2.2857 -4.2251 -1.1045
C 2.6218 4.1213 -4.5382
C 2.0270 3.8694 -3.3760
C 2.2005 2.5666 -2.6861
O 1.6695 2.3383 -1.6225
C 3.0569 1.5488 -3.3481
C 3.6486 1.7992 -4.5131
C 3.4796 3.1050 -5.1979
O 4.0246 3.3349 -6.2578
H 2.5147 5.0665 -5.0522
H 1.3987 4.5964 -2.8763
H 3.1640 0.6043 -2.8295
H 4.2754 1.0728 -5.0143
C 5.2478 8.0967 -2.0332
C 5.9166 8.1913 -0.8877
C 5.9363 7.0713 0.0871
O 6.5458 7.1604 1.1308
C 5.1824 5.8424 -0.2660
C 4.5137 5.7474 -1.4121
C 4.4940 6.8671 -2.3870
O 3.8888 6.7880 -3.4348
H 5.2190 8.9001 -2.7582
H 6.4731 9.0774 -0.6103
H 5.2092 5.0385 0.4584
H 3.9577 4.8606 -1.6861
```

***

Entry 4:
The following is a quantum chemistry calculation of a molecular structure, C8H12AsCuF6N2O2 in a non-equilibrium geometry, from the OMol25 dataset.

Its LUMO energy is 0.1947 Ha. For the HOMO-LUMO gap, the calculation gives 5.92 eV. Its total charge is -2. As for the HOMO energy: -0.6 eV. The energy relative to the best compared isomer or geometry (same formula, charge and spin) is 121.0 kJ/mol.

```
32
C8H12AsCuF6N2O2, DFT ωB97M-V/def2-TZVPD
Cu -0.5941 -0.4659 0.6783
As 2.7633 -0.0328 0.2326
F 1.2684 -0.9682 -0.1215
F 3.6136 -1.1999 -0.8682
F 4.3060 0.7887 0.5673
F 1.8643 1.0330 1.2544
F 3.0013 -1.1847 1.6130
F 2.3447 1.0291 -1.1746
O -2.5847 -1.1596 -0.3598
H -2.9300 -1.8198 0.2723
O -0.9770 1.6230 0.0586
H -0.1686 2.0881 0.3498
N -1.8264 -0.9204 3.6163
C -0.6589 -0.6044 4.2521
C 0.1779 -1.5801 3.8211
C -0.4947 -2.4201 2.8862
C -1.7869 -1.9521 2.7390
H -2.6259 -0.3175 3.7488
H -0.5445 0.1733 4.9927
H 1.2359 -1.7380 3.9699
H -0.0718 -3.3338 2.4956
H -2.6944 -2.1639 2.1932
N -0.4717 1.4793 -2.5763
C -0.5054 2.5980 -3.3612
C -0.3620 2.2007 -4.6804
C 0.1474 0.9027 -4.6827
C 0.0560 0.4465 -3.3414
H -0.6730 1.4255 -1.5880
H -0.8518 3.5364 -2.9539
H -0.4556 2.8412 -5.5449
H 0.3258 0.2533 -5.5269
H 0.1730 -0.5576 -2.9614
```

***

Entry 5:
The following is a quantum chemistry calculation of 2 unconnected molecules or ions with the total composition C2H4O2S in a non-equilibrium geometry, from the OMol25 dataset.

Its LUMO energy (spin up / spin down) is -0.0522 / -0.0519 Ha. For the HOMO-LUMO gap (spin up / spin down), the calculation gives 6.44 / 6.46 eV. As for the HOMO energy (spin up / spin down): -7.9 / -7.9 eV. The energy relative to the best compared isomer or geometry (same formula, charge and spin) is 586.6 kJ/mol.

```
9
C2H4O2S, DFT ωB97M-V/def2-TZVPD
C -1.3724 -1.6634 0.5634
C -0.2541 0.4687 0.3291
O -2.9234 0.4742 -0.8893
O -0.9818 -0.5727 1.0229
S -4.0437 -0.0738 -0.1255
H -0.8850 -2.0966 -0.3087
H -0.9315 0.9493 -0.3380
H 0.5847 0.0348 -0.2258
H 0.1711 1.1236 1.1434
```